# 1
{"formula": "C9H18NO5", "method": "ωB97M-V/def2-TZVPD", "symbols": ["C", "C", "H", "H", "H", "H", "H", "H", "O", "H", "H", "O", "O", "H", "H", "C", "C", "C", "C", "O", "C", "O", "H", "H", "H", "C", "H", "N", "H", "C", "H", "H", "H"], "positions_angstrom": [[-1.100, -1.505, -2.433], [1.074, 0.448, -0.569], [-1.596, 3.062, -3.243], [-0.751, 1.166, 2.259], [-2.073, -2.000, -0.390], [0.958, 1.672, 1.774], [-0.250, -1.017, 6.121], [-1.062, -2.195, -3.353], [0.760, 3.540, -2.224], [0.494, -2.106, 4.786], [1.933, -0.300, -0.680], [-0.787, 2.930, -3.796], [0.878, -0.092, 2.976], [0.438, -1.169, 0.813], [-0.972, -0.100, 0.369], [0.533, -1.094, 5.306], [0.361, 0.130, 4.273], [0.146, -0.073, 0.632], [-1.459, -2.501, -1.202], [-0.161, 1.178, 4.679], [0.285, 0.782, 1.992], [0.240, -0.944, -2.301], [-0.486, -2.881, -0.722], [-2.023, -3.414, -1.612], [1.480, 1.503, -0.404], [0.318, 2.644, -2.953], [0.643, 0.701, -3.961], [0.242, 0.351, -1.851], [-0.685, 0.733, -1.603], [0.920, 1.170, -2.948], [1.570, -0.992, 5.792], [2.053, 1.121, -2.876], [-1.921, -0.749, -2.649]], "smiles": "CCO[N@@H+](CCCOC(C)=O)CC(=O)O", "e_homo_ev": -13.0, "de_lowest_ev": 2.557, "charge": 1}

***

# 2
{"formula": "C3H4F2", "method": "ωB97M-V/def2-TZVPD", "symbols": ["H", "F", "H", "H", "C", "C", "F", "H", "C"], "positions_angstrom": [[-1.778, 0.946, -0.803], [1.020, 1.215, 0.051], [-1.106, -1.166, 1.183], [-0.825, 0.849, 1.704], [-0.811, -0.040, 0.871], [0.198, -0.053, -0.057], [0.871, -1.205, -0.438], [-2.085, -0.795, -0.823], [-1.257, 0.106, -0.444]], "smiles": "FC1(F)CC1", "e_homo_ev": -11.0, "de_lowest_ev": 2.796}

***

# 3
{"formula": "CH2N3O", "method": "ωB97M-V/def2-TZVPD", "symbols": ["H", "H", "N", "N", "N", "C", "O"], "positions_angstrom": [[0.986, 0.398, -0.904], [-1.267, -0.665, 0.771], [0.858, 2.188, 1.566], [-1.660, 0.038, 0.091], [1.019, 0.248, 0.096], [0.917, 1.304, 0.803], [-2.260, 0.956, 0.684]], "e_homo_ev": [-3.1, -3.1], "de_lowest_ev": 0.804, "charge": -1}

***

# 4
{"formula": "C11H14N2O", "method": "ωB97M-V/def2-TZVPD", "symbols": ["O", "H", "N", "C", "H", "C", "C", "C", "H", "H", "N", "C", "H", "C", "H", "H", "H", "C", "H", "H", "C", "C", "C", "C", "H", "H", "H", "H"], "positions_angstrom": [[2.777, -0.343, -1.971], [1.829, 4.201, 1.033], [-1.184, 3.159, 0.672], [-2.112, 2.514, 2.930], [0.434, 3.922, -0.766], [-0.203, -3.212, -1.497], [2.106, -2.507, -2.126], [0.440, -0.792, -1.351], [3.162, -2.688, -2.207], [-2.030, 1.483, 3.011], [0.815, 4.277, 1.295], [-0.046, 3.821, 0.183], [1.438, -4.448, -2.303], [0.133, 3.670, 2.451], [0.692, 3.564, 3.373], [-2.241, 3.029, 3.960], [-1.997, -4.341, -1.353], [-1.020, -4.329, -0.877], [-0.972, -5.362, -0.923], [-1.538, -1.620, -0.744], [1.658, -1.141, -1.863], [1.058, -3.503, -1.982], [-1.047, 3.100, 2.095], [-0.545, -1.876, -1.156], [-3.177, 2.726, 2.600], [2.602, 0.639, -1.782], [-1.192, -4.159, 0.282], [0.161, 0.216, -0.983]], "smiles": "Cc1ccc(O)cc1.Cc1c[nH]cn1", "e_homo_ev": -8.2, "de_lowest_ev": 4.361}